Computed, not measured: a 2-piece molecular cluster, C11H19BrClF3N2O2 overall at a distorted geometry, with ωB97M-V/def2-TZVPD.

Geometry as XYZ:
```
39
C11H19BrClF3N2O2, DFT ωB97M-V/def2-TZVPD
H -0.29 1.53 -3.10
H -0.52 1.73 5.38
F 3.67 -2.55 -2.45
C 4.80 -1.87 -2.13
H -2.91 -0.35 2.39
H 0.00 -0.86 -3.37
C -0.21 1.47 -2.02
C -2.72 0.76 0.73
O -3.27 1.32 -0.21
H 0.71 0.78 4.52
H 0.82 1.66 -1.72
H -0.13 -1.96 -2.00
Br 6.94 -0.09 -2.97
C -1.19 0.86 0.91
H -5.34 0.87 1.71
C 5.40 -1.27 -3.40
F 4.47 -0.87 -1.27
C 0.17 -0.96 -2.30
H -0.71 -1.13 0.23
F 5.68 -2.71 -1.53
H -0.83 0.02 4.98
H 1.24 -0.83 -2.09
C -4.87 -0.11 1.60
H -0.15 -0.23 2.42
C -0.96 1.37 3.33
Cl 5.97 -2.57 -4.52
H -5.20 -0.75 2.42
H 4.63 -0.68 -3.90
O -1.63 2.39 3.27
N -3.42 0.05 1.63
H -1.70 -0.07 -1.79
C -0.43 -0.11 -0.03
H 0.64 0.00 0.17
H -0.86 2.23 -1.58
H -5.18 -0.54 0.65
H -0.91 1.88 0.66
C -0.65 0.08 -1.54
N -0.73 0.58 2.28
C -0.36 0.94 4.65
```

Summary:
Total charge   0
Structure (SMILES)   CNC(=O)[C@H](CC(C)C)NC(C)=O.FC(F)(F)[C@H](Cl)Br
HOMO level   -9.4 eV